# 1
86
Properties=species:S:1:pos:R:3:forces:R:3 method="wB97M-V/def2-TZVPD" largest_force_ev_per_a=3.49 charge=+2 homo_ha="-0.454 / -0.526" gap_ev="7.04 / 6.06" e_tot_ha=-2674.315566 mol_weight_g_mol=767.95 spin_multiplicity=6
Ir 0.229 -0.439 0.133 -0.976 1.021 3.190
S -0.074 2.284 2.278 -1.087 0.037 0.427
P -1.067 -0.246 -1.734 -0.378 0.545 0.684
P 2.042 0.826 -0.341 0.158 1.412 0.225
O 0.254 3.365 1.376 0.018 -0.692 0.097
O -2.884 -0.138 1.587 1.426 1.457 0.439
O 0.968 1.811 3.161 -0.186 -0.041 -0.726
N -0.847 0.981 1.508 0.807 0.340 -0.351
C -0.768 -1.726 -5.142 0.140 -0.734 0.187
C -3.747 1.915 3.622 0.331 0.091 -0.321
C -1.459 -2.999 1.607 -0.314 0.107 -0.364
C 0.970 2.074 -1.223 0.842 -0.128 -0.318
C -1.481 -0.857 -4.146 -1.216 1.796 -2.128
C -0.382 -2.100 2.042 1.678 -0.714 -0.482
C 1.482 -0.535 4.856 0.250 0.079 0.185
C -1.495 2.699 3.210 -0.587 0.614 0.620
C -2.144 0.805 1.945 -0.711 -1.600 -0.537
C -0.295 -1.527 3.304 1.057 0.704 1.112
C -0.457 -2.007 -1.980 0.737 -0.037 -0.553
C -2.869 -0.162 -1.426 -0.313 -0.209 -0.129
C 3.239 -0.163 -1.255 0.327 0.013 -0.698
C -2.533 1.826 2.927 -0.327 0.374 0.828
C 3.044 1.813 0.813 0.270 0.146 0.029
C 1.635 0.565 -4.017 0.501 -0.820 -0.842
C 0.954 -1.939 1.344 -0.115 -0.635 2.116
C 3.302 -1.318 2.449 0.335 0.195 -0.228
C 0.737 -1.417 -5.279 0.238 -0.343 -0.342
C 1.826 -1.320 2.440 -0.623 -1.397 -1.076
C -3.889 2.931 4.568 0.164 0.279 0.195
C 1.504 -3.195 0.722 0.336 -0.352 -0.017
C -1.383 -1.489 4.306 -0.416 0.282 0.121
C 1.425 -0.761 -4.085 0.935 0.477 -0.840
C 0.947 1.540 -4.931 -0.183 0.586 -0.258
C 1.044 -1.084 3.548 -1.733 0.048 0.737
C -0.559 1.245 -5.231 0.416 0.803 -0.344
C -1.625 3.733 4.137 -0.186 -0.025 0.143
C -2.847 3.849 4.826 0.151 -0.529 -0.381
C -0.318 1.553 -1.877 -0.047 -0.013 -1.949
C -1.336 0.504 -4.182 -1.823 -1.316 -0.957
H 2.691 2.857 0.829 0.139 -0.466 0.031
H 2.732 -0.975 -1.785 0.197 0.244 0.156
H -1.229 -1.669 -6.149 -0.031 0.242 0.568
H 3.686 -2.078 3.153 -0.141 0.222 -0.232
H 1.454 1.646 -5.912 -0.008 -0.209 0.547
H -1.298 -2.711 -1.920 0.005 0.397 0.215
H -3.052 -0.578 -0.422 0.081 0.286 -0.352
H -1.541 -3.862 2.283 0.012 0.167 -0.084
H 2.479 0.967 -3.445 -0.682 -0.184 0.148
H -2.986 4.630 5.583 0.095 -0.338 -0.421
H -3.486 -0.718 -2.155 0.486 0.268 0.211
H 2.947 1.403 1.825 0.052 0.244 -0.266
H -0.799 4.421 4.327 -0.266 -0.196 -0.019
H -4.816 3.030 5.142 0.323 -0.099 -0.306
H 0.991 0.427 5.049 0.105 -0.250 -0.012
H -1.064 2.218 -5.371 0.241 -0.334 0.143
H -0.127 1.632 -2.951 -0.096 0.010 0.521
H -1.301 -3.359 0.590 -0.052 -0.075 0.076
H -1.403 -2.406 4.916 0.020 0.214 -0.131
H 1.797 -3.889 1.527 -0.033 0.116 -0.308
H 0.888 -0.834 -6.206 0.093 0.026 0.659
H 3.937 -0.607 -0.533 -0.188 0.219 -0.091
H 2.563 -0.372 4.871 -0.195 0.010 0.096
H 3.672 -0.348 2.799 0.066 -0.193 0.052
H -1.257 -0.632 4.983 -0.069 -0.288 -0.134
H 0.285 -2.214 -1.180 -0.457 -0.404 -0.609
H -2.348 -1.393 3.795 0.105 -0.079 0.242
H 2.015 -1.427 -3.448 -0.200 0.229 -0.281
H 0.754 -3.703 0.113 0.204 -0.025 -0.003
H -4.540 1.201 3.392 0.198 0.280 0.180
H -1.148 2.268 -1.727 0.026 -0.664 0.456
H -3.198 0.888 -1.439 0.215 -0.311 0.096
H -2.045 1.125 -3.609 0.260 -0.454 -0.355
H 0.702 2.882 -0.530 0.411 -0.569 0.118
H -2.403 -2.447 1.635 -0.062 -0.151 0.081
H -2.378 -1.293 -3.687 0.631 0.215 0.049
H 4.099 1.774 0.493 -0.402 0.058 0.139
H 1.220 -1.222 5.671 0.058 0.112 -0.159
H 1.024 2.540 -4.480 0.001 -0.159 -0.099
H 3.732 -1.516 1.464 -0.057 -0.032 0.186
H -0.904 -2.775 -4.854 0.022 0.126 0.009
H 0.068 -2.157 -2.932 -0.336 0.103 0.456
H 1.265 -2.366 -5.487 -0.214 0.386 0.187
H 3.813 0.434 -1.975 0.038 -0.180 0.238
H 2.393 -2.993 0.116 -0.126 -0.121 -0.018
H -0.637 0.780 -6.226 -0.091 -0.285 0.560
H 1.613 2.517 -1.996 -0.274 0.069 -0.033


# 2
48
Properties=species:S:1:pos:R:3:forces:R:3 method="wB97M-V/def2-TZVPD" largest_force_ev_per_a=4.03 charge=+1 homo_ha=-0.373 gap_ev=1.63 e_tot_ha=-1770.533073 mol_weight_g_mol=489.72 spin_multiplicity=1
Cd 2.746 6.111 -2.031 -0.192 -0.796 -0.214
P -2.072 3.546 2.250 0.971 1.399 -0.535
O 5.859 -1.499 -2.103 0.919 -0.653 -0.396
O 5.839 -5.205 1.922 0.192 0.909 0.021
O -3.828 -4.431 -1.639 -1.138 -2.871 1.203
O -1.930 1.916 2.260 1.428 3.146 -1.121
O -2.044 3.975 3.863 -0.025 -1.677 -2.602
O -2.807 0.419 -3.654 -0.405 -0.745 0.213
O -3.607 3.755 1.755 1.140 -1.622 0.805
O 2.160 2.680 -3.428 0.056 0.326 0.208
O -1.131 4.384 1.379 -1.857 -2.464 2.142
C 6.956 -4.203 0.125 1.494 1.722 -3.326
C 5.938 -4.188 0.990 -2.613 -0.774 2.063
C -3.033 -0.831 -3.120 3.267 1.974 -0.011
C -1.859 5.348 4.219 -0.788 -0.475 1.163
C 4.843 -2.334 -0.086 1.102 -0.920 -0.016
C -4.520 -2.417 -2.250 -2.084 1.817 0.346
C -1.963 -1.674 -2.819 0.363 0.095 -1.224
C 4.861 -3.258 0.943 0.394 -0.156 -1.247
C -2.233 -2.924 -2.365 3.039 0.608 -0.300
C -3.949 4.825 0.918 0.195 1.286 -0.564
C -3.496 -3.255 -2.080 0.083 -1.544 0.599
C 5.887 -2.386 -1.059 -0.875 1.479 0.211
C -4.269 -1.178 -2.764 -3.018 -0.214 -1.252
C -2.659 1.108 3.169 -0.827 1.114 -0.491
C 6.946 -3.278 -0.953 -0.383 -0.550 0.923
H -1.895 0.650 -3.464 0.195 0.149 -0.224
H -1.040 5.396 4.937 0.930 0.283 -1.035
H -2.044 1.043 4.067 -0.580 -0.576 0.098
H -3.872 5.717 1.541 -0.521 0.345 -0.393
H -2.913 0.211 2.606 0.352 -0.274 0.592
H -4.926 4.685 0.456 -0.189 -0.155 0.694
H 7.786 -4.891 0.069 -0.198 -0.369 0.663
H 7.752 -3.333 -1.670 -0.143 0.306 -0.172
H -1.900 5.965 3.321 0.539 0.333 0.521
H 4.048 -1.607 -0.162 -0.059 0.018 -0.138
H 6.749 -5.309 2.210 0.095 -0.675 0.381
H -5.484 -2.728 -1.876 -0.218 0.025 -0.435
H -5.051 -0.602 -3.236 -0.425 0.451 0.784
H -3.154 -5.114 -1.650 0.355 0.211 -0.051
H 5.265 -0.748 -2.039 -0.262 -0.251 0.541
H 1.928 1.866 -2.939 0.069 0.395 0.071
H -0.968 -1.486 -3.195 0.161 0.437 0.221
H -3.574 1.693 3.261 -0.407 -0.689 1.078
H -1.391 -3.590 -2.243 -0.148 -0.359 0.123
H 3.977 -3.360 1.554 0.334 -0.059 0.484
H -2.639 5.568 4.947 -0.761 0.310 -0.620
H -3.288 4.965 0.063 0.443 -0.270 0.222


# 3
64
Properties=species:S:1:pos:R:3:forces:R:3 method="wB97M-V/def2-TZVPD" largest_force_ev_per_a=0.34 charge=-1 homo_ha="-0.206 / -0.195" gap_ev="7.47 / 6.85" e_tot_ha=-4402.988842 mol_weight_g_mol=874.91 spin_multiplicity=2
Re -0.630 -0.727 -1.155 0.145 -0.254 0.102
Cl -0.386 1.933 -2.052 0.040 -0.010 0.144
Cl 4.289 -1.195 -4.637 -0.005 -0.012 0.021
Cl 3.637 1.663 -5.665 0.011 0.002 -0.017
Cl 2.694 -2.422 -2.302 -0.133 -0.059 -0.092
Cl 1.310 3.293 -4.328 -0.013 0.012 -0.009
P -2.639 2.338 0.444 0.116 0.135 -0.103
O -3.199 2.788 1.924 -0.088 -0.046 -0.008
O -1.515 -0.526 -2.896 -0.041 0.288 -0.184
O -2.445 -0.617 -1.846 -0.310 -0.073 0.057
O -4.091 2.034 -0.229 -0.050 0.050 0.058
O -2.392 3.779 -0.270 -0.028 0.024 0.044
N -1.702 -1.364 0.597 0.158 -0.002 0.072
N -2.067 -0.544 1.620 -0.046 -0.038 -0.087
N -0.564 -4.398 -2.829 0.004 -0.119 -0.081
N -0.642 -2.726 -1.502 0.058 -0.152 -0.116
N -1.327 -4.791 -1.777 0.000 -0.016 -0.040
N -2.753 -1.225 2.458 -0.034 0.010 0.053
N -2.875 -2.509 2.060 -0.001 0.042 0.008
N -2.056 -3.692 0.181 -0.016 0.028 0.016
N -0.172 -3.199 -2.701 -0.047 0.056 0.123
C -4.771 0.840 0.164 0.027 -0.040 -0.029
C 2.172 -0.914 -2.956 0.091 0.071 0.124
C 3.370 -1.697 0.801 -0.008 -0.008 0.051
C 1.067 -0.251 -2.429 -0.106 -0.096 -0.101
C 2.678 0.948 -4.425 -0.003 0.003 0.013
C -1.369 -3.737 -0.999 0.146 0.081 0.090
C 0.911 0.564 2.619 -0.021 -0.025 0.038
C 1.249 -0.518 1.580 -0.172 0.126 0.057
C 5.509 -0.600 0.692 -0.003 -0.014 -0.009
C 0.657 -0.118 0.234 0.000 0.067 0.042
C 3.562 0.590 1.456 -0.012 -0.003 -0.035
C -2.379 2.523 3.059 0.030 -0.029 0.018
C 1.639 1.672 -3.851 0.016 -0.017 0.026
C 4.918 0.562 1.166 -0.015 0.011 0.006
C 0.812 -1.875 2.144 0.000 -0.043 -0.085
C 2.762 -0.541 1.285 0.004 0.027 -0.029
C 4.726 -1.729 0.510 -0.009 0.000 0.017
C -3.412 4.773 -0.339 -0.019 -0.005 -0.026
C 0.881 1.051 -2.874 0.046 0.030 0.013
C 2.954 -0.337 -3.962 0.006 0.022 0.018
C -2.219 -2.552 0.918 0.062 -0.019 0.041
H -5.795 0.927 -0.195 -0.002 -0.001 -0.006
H -4.004 4.791 0.576 -0.002 0.005 0.014
H -1.380 2.951 2.941 0.011 -0.007 -0.004
H -2.860 2.993 3.915 -0.002 0.001 0.000
H -4.776 0.729 1.249 -0.009 0.001 -0.003
H -2.567 -4.512 0.459 0.010 0.020 -0.018
H 1.487 0.409 3.536 0.001 -0.007 -0.032
H 1.113 1.569 2.247 -0.007 0.010 -0.004
H -0.169 -1.809 2.610 -0.005 0.013 -0.023
H 1.040 0.885 0.009 0.259 -0.107 -0.137
H 3.128 1.510 1.822 0.003 0.010 -0.004
H 0.773 -2.649 1.376 -0.013 0.023 -0.004
H 5.514 1.456 1.309 -0.009 -0.006 0.001
H -2.918 5.735 -0.471 0.008 0.004 -0.006
H -0.150 0.506 2.851 -0.011 0.007 -0.002
H -4.300 -0.031 -0.293 0.007 -0.010 0.008
H 2.776 -2.584 0.634 0.020 0.023 0.011
H 5.167 -2.640 0.124 -0.010 0.009 0.001
H 6.566 -0.623 0.459 -0.009 0.003 0.005
H -2.294 1.449 3.231 0.000 0.020 0.000
H 1.523 -2.191 2.911 -0.007 -0.006 -0.002
H -4.068 4.580 -1.187 -0.013 -0.010 0.004


# 4
19
Properties=species:S:1:pos:R:3:forces:R:3 method="wB97M-V/def2-TZVPD" largest_force_ev_per_a=2.15 charge=0 homo_ha="-0.319 / -0.309" gap_ev="9.33 / 8.48" e_tot_ha=-361.133651 mol_weight_g_mol=113.16 spin_multiplicity=1
N -0.336 0.549 0.176 1.685 -0.589 -0.785
N -1.483 -0.992 -0.938 -1.351 -0.853 -0.646
N 1.699 1.662 0.926 0.957 0.684 0.490
C -1.283 -2.241 -0.254 0.033 -0.198 0.097
C 1.604 -0.459 -1.129 0.338 0.231 0.136
C 1.661 1.353 2.128 0.038 -0.180 0.293
C 0.670 0.153 -0.449 -1.891 0.662 0.792
C -1.106 1.735 -0.185 0.067 -0.310 -0.131
H 0.991 0.586 2.548 0.038 0.122 -0.236
H -0.258 -2.641 -0.289 -0.077 0.110 -0.001
H 2.628 -0.128 -1.021 0.005 -0.067 0.040
H -0.832 2.139 -1.162 0.045 0.008 0.048
H -1.587 -2.141 0.790 0.055 0.007 -0.035
H -0.943 2.484 0.588 -0.004 0.045 -0.031
H 2.341 1.840 2.847 -0.111 0.016 -0.174
H -1.059 -1.054 -1.868 0.174 0.068 0.106
H -2.152 1.438 -0.198 0.025 0.062 0.038
H 1.379 -1.273 -1.802 -0.109 0.049 -0.015
H -1.933 -3.009 -0.706 0.082 0.132 0.015